No. 1
{"formula": "C22H28NO5P", "method": "ωB97M-V/def2-TZVPD", "species": ["C", "C", "O", "O", "C", "C", "C", "C", "C", "C", "C", "C", "C", "C", "C", "C", "C", "O", "C", "C", "P", "O", "C", "O", "H", "H", "H", "H", "H", "H", "H", "H", "H", "H", "H", "H", "H", "H", "H", "H", "H", "H", "H", "H", "H", "C", "C", "C", "C", "N", "H", "H", "H", "H", "H", "H", "H"], "xyz": [[0.47888, 2.47783, 1.11037], [0.61251, 2.63052, -0.48791], [0.05272, 3.64061, -1.01555], [1.35821, 1.71823, -1.28822], [0.61839, 0.47114, -1.50997], [0.37101, 0.20315, -3.09609], [-0.06472, -1.34447, -3.38177], [1.02805, -1.98031, -4.36835], [0.89980, -3.56577, -4.59549], [1.90442, -4.43405, -3.64515], [1.45225, -4.05848, -2.13001], [2.37595, -3.32577, -1.11517], [1.82150, -2.95953, 0.31501], [0.35345, -3.35978, 0.64045], [-0.57457, -4.14512, -0.37059], [-0.02158, -4.49928, -1.76680], [-2.08155, -4.50704, 0.08991], [-2.64370, -5.59436, -0.17603], [-2.78074, -3.34532, 0.97606], [-1.93227, -2.63550, 1.89352], [-2.77536, -1.23208, 2.86348], [-1.85091, -0.60023, 3.91956], [-0.35941, -3.00063, 2.04599], [0.24005, -3.04021, 3.14320], [-0.20800, 1.60108, 1.41777], [1.51473, 2.37274, 1.60756], [0.00870, 3.44405, 1.50127], [-0.36323, 0.49089, -0.92102], [1.25855, -0.36416, -1.04028], [-0.46659, 0.92040, -3.43298], [1.37421, 0.46463, -3.60020], [-1.13111, -1.32872, -3.80399], [-0.12768, -1.84256, -2.35291], [0.86540, -1.48001, -5.40011], [2.09885, -1.70170, -4.05478], [1.10100, -3.76038, -5.71935], [-0.18580, -3.91946, -4.42533], [2.96905, -4.06097, -3.81093], [1.75396, -5.55188, -3.81008], [3.44530, -3.05244, -1.44642], [2.47809, -2.38999, 1.07232], [-0.67420, -5.03368, -2.52841], [-3.88515, -3.07740, 0.84532], [-3.02770, -0.19751, 1.87319], [-4.05273, -1.65833, 3.34749], [-0.58433, 6.56926, 5.23673], [-0.31403, 7.19534, 3.87258], [-0.40757, 6.18676, 2.72526], [0.60883, 5.09766, 2.91792], [1.40863, 4.23995, 3.06909], [0.15548, 5.80307, 5.48236], [-0.53538, 7.32981, 6.01987], [-1.57782, 6.11160, 5.26832], [0.68025, 7.65324, 3.88322], [-1.03621, 7.99891, 3.70060], [-0.22004, 6.68444, 1.77037], [-1.40585, 5.74183, 2.68508]], "mol_weight_g_mol": 417.442, "e_lumo_ev": -1.578, "spin_multiplicity": 1, "smiles": "CC(=O)OCCCCCCc1ccc2c(c1)C(=O)C=C([PH2]=O)C2=O.CCCC#N", "charge": 0, "relative_energy_kcal_mol": 214.95, "energy_ev": -44275.643}

No. 2
{"formula": "C37H41N5O17P3S", "method": "ωB97M-V/def2-TZVPD", "species": ["C", "C", "O", "O", "C", "C", "P", "O", "C", "P", "O", "O", "S", "C", "O", "C", "O", "C", "C", "C", "C", "C", "C", "P", "N", "O", "O", "H", "H", "H", "H", "H", "H", "H", "H", "H", "H", "H", "H", "H", "H", "H", "H", "H", "H", "H", "H", "H", "C", "C", "C", "C", "C", "C", "N", "O", "O", "H", "H", "H", "H", "H", "C", "C", "C", "C", "C", "C", "N", "O", "O", "H", "H", "H", "H", "H", "C", "C", "C", "C", "C", "C", "N", "O", "O", "H", "H", "H", "H", "H", "C", "C", "C", "C", "C", "C", "N", "O", "O", "H", "H", "H", "H", "H"], "xyz": [[5.72118, 4.93040, -0.76713], [4.28956, 4.85095, -1.56910], [3.19114, 5.29440, -0.89632], [4.08909, 4.39337, -2.95308], [4.74359, 3.09647, -3.21125], [3.65792, 2.14084, -3.97932], [3.33475, 0.44750, -3.16128], [3.39466, 0.99451, -1.47423], [2.43272, 0.17202, -0.72664], [2.42602, 0.55823, 1.14033], [3.08363, 2.20127, 1.30042], [0.77187, 0.67055, 1.72557], [3.56536, -0.57876, 2.23102], [2.56533, -1.36701, -1.26784], [3.43595, -2.33274, -0.58230], [4.76428, -2.43654, -1.20981], [4.99230, -3.25825, -2.27146], [6.11969, -1.62504, -0.66853], [6.62959, -1.67633, 0.91332], [8.02288, -0.86442, 1.33266], [8.91255, 0.03646, 0.25777], [8.40442, 0.09557, -1.30005], [7.04369, -0.75323, -1.70843], [0.80041, -2.14955, -1.03139], [0.40261, -2.22563, 0.73301], [-0.40951, -1.13080, -1.83926], [2.82302, -1.17728, -2.73384], [6.67120, 4.94468, -1.45527], [5.68421, 5.91732, -0.10367], [5.72365, 4.01657, -0.00243], [5.61549, 3.32449, -3.99431], [5.26914, 2.61603, -2.28341], [4.06201, 1.92243, -5.07599], [2.59694, 2.68148, -4.05811], [1.92777, 0.78706, -3.21890], [3.30415, -0.07915, -4.52823], [4.71218, 0.01872, -3.20595], [1.40124, 0.62540, -1.07845], [4.08922, 2.10915, 1.45704], [0.72874, 1.55145, 2.21962], [6.04145, -2.26996, 1.73955], [8.45570, -0.89225, 2.43995], [9.88987, 0.61130, 0.54813], [8.95738, 0.71484, -2.15721], [6.73659, -0.70837, -2.85372], [1.29982, -2.27687, 1.28605], [-0.16095, -3.08534, 0.93343], [0.14408, -0.55992, -2.45164], [-5.62147, -3.56540, -0.83951], [-4.36939, -4.06758, -1.19761], [-3.33020, -4.08647, -0.26534], [-3.55830, -3.60197, 1.03003], [-4.81209, -3.09016, 1.38993], [-5.84282, -3.07385, 0.44812], [-2.47729, -3.64262, 2.02212], [-1.37711, -4.08524, 1.65964], [-2.72759, -3.23616, 3.16587], [-6.43028, -3.55793, -1.56819], [-4.20420, -4.44754, -2.20354], [-2.36026, -4.48114, -0.55998], [-5.00150, -2.70641, 2.39023], [-6.82057, -2.68137, 0.71871], [-11.50992, -0.08681, -1.08741], [-11.31540, -0.61600, -2.36423], [-10.44177, -1.68889, -2.55148], [-9.76852, -2.22952, -1.44730], [-9.95607, -1.69525, -0.16556], [-10.83013, -0.62041, 0.00884], [-8.86831, -3.37378, -1.63372], [-8.71434, -3.80578, -2.78584], [-8.31730, -3.84481, -0.62846], [-12.19641, 0.74613, -0.94551], [-11.84768, -0.19374, -3.21389], [-10.30112, -2.08999, -3.55283], [-9.43623, -2.10190, 0.69939], [-10.98480, -0.20058, 1.00033], [-12.13517, -1.04684, 6.83934], [-10.90659, -1.67199, 7.05822], [-9.99783, -1.81621, 6.00810], [-10.32936, -1.32436, 4.73809], [-11.56521, -0.70322, 4.51374], [-12.46702, -0.56731, 5.57106], [-9.36792, -1.45016, 3.63615], [-8.29314, -2.02276, 3.86999], [-9.68396, -0.97321, 2.53676], [-12.83817, -0.93167, 7.66258], [-10.65579, -2.04445, 8.04915], [-9.04450, -2.30570, 6.19496], [-11.83744, -0.32134, 3.53201], [-13.42769, -0.08390, 5.40774], [12.82065, 4.35235, -1.42162], [11.99672, 3.46668, -2.11796], [10.64397, 3.36301, -1.78825], [10.12347, 4.15800, -0.75780], [10.95001, 5.04236, -0.05197], [12.30188, 5.13522, -0.38886], [8.69682, 4.07217, -0.42348], [8.00253, 3.26411, -1.05807], [8.26756, 4.81515, 0.47081], [13.87356, 4.43379, -1.68607], [12.40872, 2.85879, -2.92063], [10.01507, 2.66810, -2.34046], [10.56030, 5.66163, 0.75325], [12.95105, 5.82097, 0.15111]], "mol_weight_g_mol": 952.742, "e_lumo_ev": -0.137, "spin_multiplicity": 1, "charge": -1, "energy_ev": -119969.853}

No. 3
{"formula": "Cl2H2O2P", "method": "ωB97M-V/def2-TZVPD", "species": ["O", "O", "P", "Cl", "Cl", "H", "H"], "xyz": [[-0.65043, 0.00982, -1.27314], [-0.56060, 0.41844, 1.19719], [0.00013, -0.48402, -0.00268], [-0.73335, -2.34087, -0.13671], [2.80119, 0.40156, 0.06921], [-0.69015, 0.88519, -1.57805], [-0.16680, 1.10988, 1.72418]], "mol_weight_g_mol": 135.894, "e_lumo_ev": [-8.761, -8.566], "spin_multiplicity": 1, "charge": 1, "relative_energy_kcal_mol": 81.44, "energy_ev": -38452.235}

No. 4
{"formula": "C3H9OP", "method": "ωB97M-V/def2-TZVPD", "species": ["C", "C", "C", "O", "P", "H", "H", "H", "H", "H", "H", "H", "H", "H"], "xyz": [[0.71809, -1.23135, -0.38424], [-1.61426, 0.43318, -0.72641], [0.62330, 0.10477, 0.22456], [1.18566, 1.16129, -0.30392], [-0.16773, 0.18674, 1.85602], [0.29733, -1.91348, 0.37423], [1.73654, -1.39576, -0.53228], [0.29119, -1.30621, -1.31646], [-1.47319, -0.51734, -1.17406], [-1.38869, 1.33075, -1.17922], [-2.48309, 0.43623, -0.15944], [1.57604, 0.95237, -1.23355], [-0.33349, 1.58967, 1.94037], [1.03231, 0.16913, 2.61441]], "mol_weight_g_mol": 92.078, "e_lumo_ev": [0.612, 0.596], "spin_multiplicity": 1, "charge": 0, "relative_energy_kcal_mol": 110.61, "energy_ev": -14588.791}

No. 5
{"formula": "C5H8BN", "method": "ωB97M-V/def2-TZVPD", "species": ["B", "C", "C", "C", "C", "C", "N", "H", "H", "H", "H", "H", "H", "H", "H"], "xyz": [[0.00987, 1.04127, 0.24723], [-1.45566, 1.14224, 0.13810], [-2.11448, -0.05575, -0.02560], [-1.42387, -1.22570, -0.04219], [-0.02276, -1.26487, 0.03879], [2.14518, -0.09192, 0.02063], [0.73601, -0.20320, 0.03571], [1.29993, 3.18493, -0.32690], [-2.06223, 2.05641, -0.02999], [-3.13089, -0.16061, 0.00779], [-1.89234, -2.15241, -0.12175], [0.37025, -2.28743, -0.08675], [2.62757, -0.15374, -0.94238], [2.30206, 0.96927, 0.28060], [2.61135, -0.79850, 0.80670]], "mol_weight_g_mol": 92.938, "e_lumo_ev": [-0.039, -0.039], "spin_multiplicity": 1, "charge": 0, "relative_energy_kcal_mol": 99.39, "energy_ev": -7476.661}

No. 6
{"formula": "C3H2ErO3", "method": "ωB97M-V/def2-TZVPD", "species": ["O", "C", "O", "O", "C", "C", "H", "H", "Er"], "xyz": [[1.13094, 0.43025, 2.77072], [0.44413, 1.10506, 2.13700], [-0.21190, 2.03305, 1.78270], [-0.73994, 0.28749, -0.45427], [-0.69602, -0.86236, -1.03358], [0.27971, -1.62157, -1.53027], [0.05417, -2.50839, -2.12287], [1.33101, -1.31998, -1.42408], [-1.59211, 2.45645, -0.12534]], "mol_weight_g_mol": 253.306, "e_lumo_ev": [-9.496, -10.732], "spin_multiplicity": 5, "charge": 2, "relative_energy_kcal_mol": 0.00, "energy_ev": -36885.136}